No. 1
This record from the Open Molecules 2025 dataset describes C31H44BrN5PtS as an isolated structure. The level of theory is the ωB97M-V functional and the def2-TZVPD basis.

Its expectation value of S² is 2.01. The value obtained for the frontier orbital gap (alpha / beta) is 6.8 / 5.7 eV. The calculation puts the lowest unoccupied orbital energy (alpha / beta) at 0.45 / -0.66 eV. The spin multiplicity is 3. For the HOMO energy (alpha / beta), the calculation gives -6.4 / -6.3 eV.

Geometry (Å):
Pt 0.02483 -0.00472 -0.35890
C -2.69394 0.82933 -1.47122
N -2.29469 0.64562 -0.06740
C -3.13871 -0.35992 0.56509
C -2.24226 1.91578 0.62629
C -3.32012 2.40311 1.34577
C -3.24532 3.62942 1.99028
C -2.07023 4.36419 1.91254
C -0.98526 3.88645 1.19968
C -1.04210 2.65558 0.53185
N 0.02340 2.07260 -0.11572
C 0.99436 2.77992 -0.78676
C 0.82730 4.08412 -1.27354
C 1.81722 4.71257 -2.01003
C 3.00845 4.06376 -2.29450
C 3.19052 2.76736 -1.82929
C 2.21058 2.12628 -1.09323
N 2.39998 0.78500 -0.58952
C 3.18803 -0.09285 -1.44366
C 2.94372 0.82467 0.76567
H -3.72754 1.19259 -1.54008
H -2.61556 -0.12199 -1.99743
H -2.03149 1.55426 -1.94271
H -4.20781 -0.15045 0.43628
H -2.90934 -0.40443 1.62793
H -2.93089 -1.32511 0.09505
H -4.23420 1.82711 1.40839
H -4.09258 4.00014 2.54926
H -1.99069 5.31279 2.42710
H -0.06079 4.44701 1.17614
H -0.11100 4.59152 -1.09447
H 1.64666 5.71641 -2.37756
H 3.78322 4.55052 -2.86934
H 4.11574 2.25054 -2.04826
H 4.25822 0.15141 -1.42229
H 2.82622 -0.02885 -2.46813
H 3.06178 -1.12032 -1.10058
H 3.97770 1.19729 0.76162
H 2.92422 -0.17782 1.19057
H 2.32848 1.47295 1.38675
C -3.02738 -4.08189 -0.42894
C -2.85195 -5.06440 0.72237
C -2.70129 -4.36364 2.07778
C -1.25826 -4.06228 2.49590
N -0.90757 -2.68216 2.19172
C 0.08802 -1.91421 2.62631
S 0.03073 -0.22606 2.28210
N 1.11648 -2.34235 3.38033
C 1.65525 -3.66142 3.72146
C 2.97705 -3.99191 3.02170
C 4.22443 -3.35192 3.64265
C 4.51668 -1.93016 3.17189
H -3.06072 -4.59831 -1.38787
H -2.19554 -3.37522 -0.47147
H -3.95642 -3.51925 -0.31479
H -1.97579 -5.69024 0.53302
H -3.70974 -5.73810 0.76269
H -3.15500 -4.97113 2.86206
H -3.26350 -3.42434 2.06304
H -0.57774 -4.74391 1.97824
H -1.15940 -4.21434 3.57162
H -1.52910 -2.18624 1.56844
H 1.71898 -1.56893 3.61999
H 0.92905 -4.42626 3.49454
H 1.80906 -3.67836 4.80437
H 2.90313 -3.71409 1.96658
H 3.08822 -5.07840 3.05132
H 5.08712 -3.97678 3.40550
H 4.12897 -3.36812 4.73268
H 4.52421 -1.88031 2.08267
H 5.49151 -1.59712 3.52722
H 3.78473 -1.20608 3.53255
Br 0.60486 -6.40405 -2.56599
C 0.46193 -4.60011 -1.97675
C -0.29370 -3.69820 -2.69895
C -0.43147 -2.39653 -2.22525
C 0.16455 -1.94520 -1.03964
C 0.95907 -2.89866 -0.37919
C 1.11202 -4.20671 -0.81916
H -0.78478 -4.00834 -3.61164
H -1.02592 -1.71252 -2.82188
H 1.49693 -2.60515 0.51648
H 1.73553 -4.90855 -0.27935

Cartesian forces, eV/Å:
Pt 0.192 -0.112 0.289
C -0.033 0.086 0.029
N -0.202 0.034 -0.194
C 0.014 -0.040 -0.059
C 0.089 0.002 0.032
C 0.029 -0.005 -0.007
C 0.010 0.051 0.020
C -0.036 -0.044 -0.004
C -0.050 0.004 -0.007
C 0.015 -0.095 0.005
N -0.096 0.097 -0.016
C 0.014 0.008 0.014
C -0.001 0.041 -0.009
C 0.037 -0.031 -0.011
C -0.016 0.013 0.017
C -0.006 0.018 -0.014
C 0.034 0.043 -0.035
N -0.086 0.063 -0.001
C -0.011 -0.045 -0.015
C 0.071 0.006 0.057
H 0.021 0.005 0.017
H 0.009 -0.027 0.001
H 0.008 -0.011 0.006
H -0.010 0.008 0.023
H 0.015 -0.003 0.051
H -0.029 0.075 0.008
H -0.008 -0.021 -0.002
H -0.026 0.016 0.024
H 0.001 0.029 0.016
H -0.005 0.019 0.023
H 0.021 0.011 -0.020
H -0.011 0.021 -0.006
H 0.021 0.015 -0.025
H 0.017 -0.016 -0.006
H -0.014 0.011 -0.013
H -0.008 -0.002 -0.007
H 0.011 0.001 0.010
H -0.006 0.010 -0.011
H 0.000 -0.047 0.046
H 0.006 -0.027 -0.007
C 0.069 -0.083 0.030
C -0.029 0.082 -0.037
C -0.008 -0.082 0.019
C 0.032 -0.025 0.021
N 0.109 0.111 -0.044
C 0.014 -0.086 0.166
S 0.102 -0.004 -0.497
N -0.025 0.091 -0.074
C -0.007 0.059 -0.014
C 0.006 0.064 0.040
C -0.049 0.033 -0.040
C -0.017 -0.029 0.038
H 0.007 0.016 -0.028
H 0.014 -0.028 -0.048
H -0.013 0.028 0.003
H -0.010 -0.040 0.032
H -0.017 0.004 -0.024
H 0.033 -0.033 -0.020
H -0.067 -0.024 0.092
H 0.021 -0.057 0.033
H 0.067 0.023 0.000
H 0.048 -0.023 0.006
H -0.036 -0.011 -0.011
H -0.145 -0.044 -0.076
H -0.039 -0.039 -0.011
H -0.011 -0.051 -0.030
H -0.020 -0.006 0.032
H 0.005 -0.007 -0.024
H 0.035 -0.045 0.015
H 0.004 0.022 -0.047
H 0.006 0.019 0.013
H -0.031 0.039 -0.010
Br 0.007 0.026 0.000
C -0.013 -0.085 0.014
C -0.028 0.027 0.021
C 0.022 0.082 -0.035
C 0.065 -0.124 0.274
C -0.022 -0.009 -0.053
C -0.014 0.036 -0.012
H 0.002 0.001 -0.023
H -0.046 0.011 0.010
H -0.004 0.021 0.069
H 0.000 -0.022 0.016

No. 2
This record from the Open Molecules 2025 dataset describes a 5-piece molecular cluster, C31H44F17N5O5S overall. The level of theory is the ωB97M-V functional and the def2-TZVPD basis.

The value obtained for the frontier orbital gap is 7.5 eV. The calculation puts the lowest unoccupied orbital energy at -0.75 eV. For the HOMO energy, the calculation gives -8.2 eV.

Geometry (Å):
C -3.03049 -2.83805 2.38108
C -1.82137 -1.92951 1.73100
C -1.62963 -1.82800 0.08762
C -0.35633 -0.89720 -0.42694
C 0.69104 -0.10498 0.55998
C 1.98491 0.78700 0.09638
N 2.92613 0.11980 -0.87243
C 3.48411 -1.19285 -0.38020
C 4.31539 -0.87736 1.03681
O 5.09659 -2.02416 1.52300
C 4.14526 -3.06256 2.03797
S 4.97271 -4.42573 3.01996
C 4.43016 -1.96894 -1.46843
F 4.75049 -3.38820 -1.10654
F 5.76769 -1.26771 -1.50862
C 3.88468 -1.99404 -3.00808
F 4.96736 -2.69011 -3.80398
F 3.79847 -0.62866 -3.65046
C 2.52726 -2.87024 -3.27123
F 1.46763 -2.73795 -2.25094
F 2.95594 -4.31899 -3.23594
C 1.83796 -2.65810 -4.74926
F 1.28266 -4.00980 -5.13327
F 2.84191 -2.34785 -5.83509
C 0.69952 -1.48422 -4.82412
F 0.88128 -0.36267 -3.87456
F 0.82374 -0.87672 -6.20218
C -0.86483 -2.05908 -4.76365
F -1.08308 -3.04842 -3.67469
F -1.21394 -2.76117 -6.05447
C -1.99066 -0.88304 -4.57557
F -2.09951 -0.35095 -3.18143
F -1.74339 0.33270 -5.43874
C -3.53648 -1.36875 -4.98233
F -3.77349 -1.36944 -6.45410
F -3.90259 -2.69065 -4.42499
F -4.54043 -0.39190 -4.41784
C 0.44307 -0.23325 2.20598
C -0.81035 -1.13801 2.75153
H -2.72749 -3.96001 2.55711
H -3.24315 -2.37107 3.45867
H -3.97286 -2.73246 1.68890
H -2.32041 -2.38636 -0.69129
H -0.16145 -0.82823 -1.58126
H 1.53926 1.73617 -0.47522
H 2.52002 1.25212 1.05685
H 3.75331 0.78222 -0.96311
H 2.65026 -1.98333 -0.05460
H 3.57425 -0.58752 1.92716
H 5.02771 0.07406 0.92723
H 3.31240 -2.59723 2.74187
H 3.54556 -3.59027 1.15118
H 4.55980 -5.65156 2.40535
H 1.14954 0.32495 2.97808
H -0.95878 -1.18370 3.92837
C 0.24389 -7.84455 1.77526
N 1.40057 -7.68294 2.63118
C 1.19793 -7.50238 4.05384
C 2.68645 -7.69578 2.13397
O 3.70640 -7.56526 2.79883
H -0.38828 -6.95640 1.86382
H -0.31493 -8.72734 2.09907
H 0.54105 -7.97104 0.73066
H 1.63414 -6.54596 4.35695
H 1.70709 -8.30808 4.59102
H 0.13191 -7.51434 4.29649
H 2.72557 -7.83925 1.04177
C -2.32697 4.56260 -1.33552
N -1.12067 3.93986 -1.83917
C -1.20161 3.12140 -3.03131
C 0.10027 4.10215 -1.21961
O 1.15652 3.60608 -1.59056
H -3.05507 3.78184 -1.09771
H -2.73367 5.22158 -2.10805
H -2.12190 5.14850 -0.43544
H -0.86270 2.10915 -2.79178
H -0.54291 3.54172 -3.79709
H -2.22783 3.08694 -3.40695
H 0.04810 4.74239 -0.32385
C -4.84754 4.31388 3.18729
N -3.80269 3.38567 2.80870
C -2.89375 3.75289 1.74258
C -3.64704 2.16533 3.43114
O -2.78808 1.33518 3.16205
H -5.48570 4.50116 2.31899
H -4.38690 5.25068 3.51388
H -5.45710 3.91093 4.00065
H -2.96455 3.00983 0.94274
H -1.87123 3.75565 2.13168
H -3.14047 4.74255 1.34872
H -4.39019 1.98809 4.22570
C -0.22307 8.73395 1.08711
N -1.10074 7.88881 1.86946
C -0.53346 7.08698 2.93383
C -2.45741 7.82441 1.63244
O -3.25497 7.13350 2.25366
H 0.53137 8.10760 0.60256
H 0.26636 9.44915 1.75449
H -0.78105 9.28065 0.32210
H -0.74179 6.03170 2.73423
H -1.00546 7.36658 3.88041
H 0.54665 7.24286 3.00085
H -2.78190 8.47304 0.80238

Cartesian forces, eV/Å:
C 0.689 1.179 0.335
C 2.310 1.396 -1.253
C 3.421 2.502 3.394
C -0.267 -0.347 2.902
C -2.566 -2.356 2.428
C -1.891 1.318 0.212
N 0.977 -0.514 0.675
C 0.327 -0.794 2.189
C 0.192 0.147 0.672
O -2.367 -0.351 0.257
C -1.715 -0.364 -0.814
S -0.441 -0.195 -0.933
C 2.302 0.278 0.687
F -1.312 4.333 -1.119
F -3.851 -2.000 -0.148
C 2.523 0.468 -2.355
F -3.500 2.085 2.316
F -0.062 -4.457 2.324
C -0.356 -2.790 0.526
F 3.330 -0.136 -3.083
F -1.368 4.685 0.088
C 1.244 -1.816 -2.362
F 1.289 4.711 1.184
F -3.135 -1.067 4.014
C -0.326 2.277 -2.105
F -0.549 -3.964 -2.844
F -0.580 -1.856 4.473
C -1.139 -2.017 -0.291
F 0.913 3.284 -3.394
F 1.301 2.406 4.259
C -1.458 3.162 0.496
F 0.721 -2.084 -4.444
F -0.456 -4.186 2.744
C -3.420 -0.171 -0.595
F 1.063 -0.167 5.304
F 1.507 4.563 -2.038
F 3.683 -3.348 -1.921
C -2.792 -2.221 -2.811
C 1.050 0.640 -3.623
H -0.540 2.227 -0.629
H 0.256 -1.024 -2.468
H 1.834 -0.378 1.505
H 1.589 1.329 1.902
H -0.414 -0.077 2.557
H 1.123 -2.120 1.120
H -1.207 -1.321 -1.822
H -1.374 -1.117 -0.067
H 1.496 1.991 -1.106
H 1.103 -0.619 -2.255
H -1.291 -2.350 -0.073
H 1.917 -0.533 -1.411
H 1.459 1.215 1.782
H 0.352 1.886 0.409
H -1.672 -1.311 -1.877
H 0.145 0.006 -2.897
C 0.061 0.022 0.193
N 1.347 -0.052 -0.783
C 0.323 0.047 0.137
C -0.661 0.012 0.595
O -0.797 -0.061 -0.220
H -0.104 -0.130 -0.145
H -0.116 0.086 -0.174
H 0.029 0.032 0.200
H -0.075 -0.138 0.151
H -0.098 0.168 0.111
H 0.192 -0.015 -0.162
H -0.124 0.009 0.025
C 0.087 -0.093 -0.291
N 1.269 0.364 0.897
C 0.331 -0.129 -0.060
C -0.594 -0.353 -0.699
O -0.796 0.236 0.059
H -0.071 0.254 -0.006
H -0.137 0.020 0.146
H 0.074 -0.117 -0.222
H -0.061 0.046 -0.198
H -0.101 -0.191 -0.041
H 0.174 0.054 0.164
H -0.135 0.020 -0.005
C 0.162 0.144 -0.030
N 0.027 -1.269 0.792
C 0.019 -0.281 0.068
C 0.353 0.468 -0.639
O -0.531 0.761 0.065
H -0.079 0.148 0.166
H -0.260 0.008 -0.082
H 0.144 -0.061 -0.146
H 0.186 0.075 0.071
H 0.034 0.007 -0.207
H -0.097 -0.223 0.334
H -0.056 0.129 -0.037
C 0.029 -0.107 0.140
N -1.493 0.047 -0.473
C -0.259 -0.140 0.138
C 0.742 -0.169 0.438
O 0.703 0.295 -0.280
H 0.054 0.219 -0.058
H 0.077 0.033 -0.216
H 0.025 -0.128 0.158
H 0.104 0.043 0.203
H 0.147 -0.176 -0.008
H -0.233 0.031 -0.099
H 0.119 0.021 0.012

| no. | maximum force (hartree/bohr) |
| --- | --- |
| 1 | 0.0099 |
| 2 | 0.1056 |